Entry 1:
14
Properties=species:S:1:pos:R:3:forces:R:3 method="wB97M-V/def2-TZVPD" smiles="O=C1N[C@H](CCl)CO1" homo_ev=-10.280 multiplicity=1 lumo_energy_ev=0.57 gap_ha=0.3987
O 2.3618 -1.2214 0.1837 0.6 -0.5 0.5
C 1.5598 -0.3591 0.1628 -2.4 1.9 -2.0
N 0.6727 0.1427 1.0834 0.5 -0.1 1.9
C -0.3119 1.0877 0.6099 1.1 0.0 -1.3
C -1.6666 0.4738 0.6299 -0.1 0.5 -1.7
Cl -1.7328 -0.9818 -0.4112 -0.1 -0.1 0.3
C 0.3314 1.4079 -0.7797 0.4 0.0 0.3
O 1.2335 0.3466 -1.0344 0.8 -0.7 0.6
H 0.4949 -0.3736 1.9478 0.4 0.3 -0.6
H -0.4104 2.0486 1.1393 0.4 -0.4 0.4
H -1.8983 0.2507 1.6553 -0.8 -0.2 0.2
H -2.2910 1.1981 0.0926 -0.5 -0.2 0.8
H 0.9046 2.3243 -0.7002 0.3 0.3 0.3
H -0.2897 1.5811 -1.6581 -0.5 -0.6 0.3

Entry 2:
17
Properties=species:S:1:pos:R:3:forces:R:3 method="wB97M-V/def2-TZVPD" smiles="CO[C@H](C)O.N=C=O" homo_ev=-9.760 multiplicity=1 lumo_energy_ev=0.63 gap_ha=0.3820
C -1.2533 1.5489 -0.2959 0.3 0.3 -0.2
O -0.4839 0.5198 -0.8866 0.0 -0.3 0.2
C 0.9048 0.5095 -0.6038 0.3 -0.1 -0.5
C 1.3983 -0.8983 -0.9464 -0.2 0.5 -0.1
O 1.1929 0.8737 0.7051 0.2 0.0 0.4
H -1.6073 2.2358 -1.0711 0.0 0.0 0.1
H -0.6659 2.1044 0.4376 -0.2 0.0 0.0
H -2.1089 1.0913 0.1938 -0.2 0.0 0.1
H 1.4117 1.2656 -1.2260 -0.1 -0.1 0.1
H 2.4635 -0.8813 -1.1583 0.1 0.0 0.0
H 1.2144 -1.5700 -0.1129 0.0 -0.1 0.1
H 0.8576 -1.2574 -1.8163 0.0 -0.1 -0.1
H 0.8168 0.1974 1.2950 0.1 0.1 -0.2
N -0.5689 -1.1553 1.8513 0.8 0.5 0.9
C -1.1783 -1.5746 0.9090 -0.1 -0.2 -0.2
O -1.5955 -1.9576 -0.0900 -0.7 -0.5 -0.6
H -0.7980 -1.0519 2.8155 -0.3 -0.1 0.2

Please write out number 1 again, unchanged.
14
Properties=species:S:1:pos:R:3:forces:R:3 method="wB97M-V/def2-TZVPD" smiles="O=C1N[C@H](CCl)CO1" homo_ev=-10.280 multiplicity=1 lumo_energy_ev=0.57 gap_ha=0.3987
O 2.3618 -1.2214 0.1837 0.6 -0.5 0.5
C 1.5598 -0.3591 0.1628 -2.4 1.9 -2.0
N 0.6727 0.1427 1.0834 0.5 -0.1 1.9
C -0.3119 1.0877 0.6099 1.1 0.0 -1.3
C -1.6666 0.4738 0.6299 -0.1 0.5 -1.7
Cl -1.7328 -0.9818 -0.4112 -0.1 -0.1 0.3
C 0.3314 1.4079 -0.7797 0.4 0.0 0.3
O 1.2335 0.3466 -1.0344 0.8 -0.7 0.6
H 0.4949 -0.3736 1.9478 0.4 0.3 -0.6
H -0.4104 2.0486 1.1393 0.4 -0.4 0.4
H -1.8983 0.2507 1.6553 -0.8 -0.2 0.2
H -2.2910 1.1981 0.0926 -0.5 -0.2 0.8
H 0.9046 2.3243 -0.7002 0.3 0.3 0.3
H -0.2897 1.5811 -1.6581 -0.5 -0.6 0.3